This record from OMol25 describes a structure of composition C6H12MnN5O2SSe2Te2 in a non-equilibrium geometry. The level of theory is ωB97M-V/def2-TZVPD.

Calculated values
HOMO-LUMO gap (alpha / beta) in eV: 5.125 / 6.911
M in g mol⁻¹: 686.32
E_tot in Eh: -7548.2635
Expectation value of S²: 6.36
Multiplicity: 5
E_HOMO (alpha / beta) in eV: -7.235 / -7.534
Relative energy (zero: lowest compared OMol25 entry of this formula, charge and spin) in kcal per mole: 6.82

Atoms and positions in Å:
Mn: 0.775 -0.726 0.025
N: 2.553 -2.216 0.379
C: 2.869 -2.425 1.827
C: 2.388 -1.239 2.663
C: 0.896 -1.354 2.850
O: 0.405 -1.610 3.917
O: 0.169 -1.223 1.718
H: 2.371 -3.098 -0.070
H: 3.330 -1.802 -0.101
H: 3.931 -2.599 1.978
H: 2.342 -3.313 2.162
H: 2.640 -0.315 2.145
H: 2.851 -1.226 3.644
Se: 0.883 -3.422 -2.814
Te: 1.222 -1.191 -3.902
Te: -0.717 -2.805 -0.962
Se: 1.834 0.174 -1.864
C: -3.702 2.433 -2.184
C: -2.769 2.638 -1.046
N: -2.834 3.575 -0.163
N: -1.732 3.323 0.638
C: -1.004 2.273 0.279
S: 0.428 1.718 0.970
N: -1.670 1.828 -0.802
N: -1.287 0.649 -1.423
H: -4.404 3.265 -2.214
H: -4.263 1.503 -2.075
H: -3.154 2.392 -3.128
H: -1.543 3.912 1.426
H: -2.075 0.066 -1.627
H: -0.733 0.816 -2.246

Force components x, y, z for each atom (eV/Å):
Mn -0.71 -0.41 0.63
N -0.06 0.30 1.09
C -0.14 0.14 -0.43
C 0.11 -0.17 -0.15
C -0.89 0.13 -1.23
O -0.17 0.01 0.20
O 0.32 -0.38 1.52
H -0.20 -0.24 -0.27
H 0.44 0.19 -0.24
H 0.15 0.01 -0.02
H -0.02 -0.18 -0.01
H 0.09 0.24 -0.04
H 0.09 -0.04 0.06
Se 0.10 -0.05 0.13
Te -0.15 0.08 0.05
Te 0.08 0.08 -0.14
Se 0.85 0.41 -1.22
C 0.03 0.00 0.07
C 0.07 -0.24 -0.31
N 0.66 -0.23 0.43
N -0.49 0.85 0.35
C 0.31 0.11 0.13
S 0.03 0.03 -0.01
N -0.23 -0.72 -0.73
N -0.21 0.17 0.28
H 0.06 -0.07 0.02
H 0.04 0.04 0.01
H -0.02 0.00 0.06
H 0.01 0.14 0.10
H -0.42 -0.30 -0.02
H 0.25 0.10 -0.30

This record from OMol25 describes a cluster of 2 separate species, C25H29N5O5Si in total in a non-equilibrium geometry. The level of theory is ωB97M-V/def2-TZVPD.

Calculated values
HOMO-LUMO gap in eV: 6.740
M in g mol⁻¹: 507.62
E_tot in Eh: -1909.2421
Multiplicity: 1
SMILES: C[Si](C)(C)OC(c1ccccc1)(c1ccccc1)[C@@H]1CCCN1.O=[N+]([O-])c1cnc2no[n+]([O-])c2c1
E_HOMO in eV: -8.686

Atoms and positions in Å:
C: 0.600 2.237 -3.597
Si: 0.445 1.001 -2.207
C: -0.293 -0.595 -2.812
C: 2.076 0.751 -1.353
O: -0.562 1.700 -1.081
C: -1.762 1.406 -0.383
C: -2.987 1.689 -1.301
C: -2.862 2.297 -2.550
C: -3.982 2.399 -3.389
C: -5.245 2.019 -2.929
C: -5.398 1.556 -1.618
C: -4.273 1.404 -0.802
C: -1.688 -0.045 0.136
C: -2.641 -1.028 -0.145
C: -2.472 -2.329 0.343
C: -1.334 -2.670 1.070
C: -0.332 -1.717 1.274
C: -0.504 -0.424 0.773
C: -1.912 2.458 0.749
C: -1.559 3.885 0.327
C: -0.892 4.542 1.538
C: -0.791 3.488 2.635
N: -1.290 2.211 2.047
H: 1.424 1.918 -4.254
H: -0.313 2.297 -4.204
H: 0.833 3.240 -3.212
H: 0.280 -0.915 -3.696
H: -0.235 -1.389 -2.055
H: -1.344 -0.472 -3.107
H: 2.837 0.495 -2.104
H: 2.389 1.668 -0.836
H: 2.043 -0.057 -0.611
H: -1.894 2.680 -2.881
H: -3.843 2.784 -4.401
H: -6.112 2.095 -3.588
H: -6.383 1.291 -1.229
H: -4.380 1.046 0.228
H: -3.517 -0.794 -0.751
H: -3.252 -3.067 0.148
H: -1.211 -3.672 1.479
H: 0.585 -1.961 1.812
H: 0.306 0.307 0.846
H: -2.992 2.479 0.984
H: -0.907 3.886 -0.555
H: -2.498 4.387 0.056
H: 0.107 4.908 1.276
H: -1.481 5.395 1.893
H: 0.233 3.345 2.997
H: -1.420 3.736 3.503
H: -2.089 1.786 2.632
O: -3.064 0.881 3.300
N: -2.478 0.481 4.367
C: -1.066 0.595 4.513
C: -0.173 0.838 3.472
C: 1.119 0.488 3.798
N: 2.173 0.281 2.914
O: 2.356 0.677 1.771
O: 3.079 -0.603 3.519
N: 2.667 -0.896 4.842
C: 1.481 -0.239 4.986
N: 0.615 -0.382 5.991
C: -0.582 0.148 5.797
O: -3.134 -0.040 5.286
H: -0.405 1.202 2.424
H: -1.284 0.151 6.635

Force components x, y, z for each atom (eV/Å):
C 0.20 0.00 -0.19
Si -0.60 0.00 0.51
C 0.15 -0.25 -0.25
C 0.30 -0.07 -0.18
O -0.11 0.19 0.33
C 0.00 0.42 -0.70
C -0.01 -0.07 0.54
C -0.13 -0.39 -0.10
C 0.01 0.10 0.33
C 0.16 -0.03 -0.04
C 0.35 0.03 0.10
C -0.08 0.06 -0.47
C 0.01 -0.01 -0.60
C 0.08 -0.15 0.33
C -0.02 0.20 -0.09
C 0.09 0.03 0.16
C -0.21 0.36 -0.28
C 0.01 -0.20 0.17
C -1.36 0.58 0.57
C -0.17 0.11 -0.56
C 0.20 0.49 -0.03
C -0.65 -0.78 -0.02
N -1.70 1.97 -1.84
H -0.17 0.18 0.06
H 0.26 -0.03 0.11
H -0.03 -0.22 -0.11
H -0.21 -0.07 0.16
H -0.02 0.18 -0.17
H 0.23 0.00 0.04
H -0.03 0.05 0.22
H -0.04 -0.20 -0.14
H -0.01 0.18 -0.23
H -0.38 -0.36 0.12
H -0.17 -0.02 0.31
H 0.25 -0.01 0.19
H 0.27 0.13 -0.16
H -0.04 0.06 -0.48
H 0.30 -0.13 0.28
H 0.30 0.14 0.06
H -0.08 0.21 -0.16
H -0.22 -0.09 -0.18
H -0.33 -0.32 0.01
H 0.21 -0.15 -0.36
H -0.17 0.02 0.30
H 0.38 0.06 -0.04
H -0.21 0.04 0.04
H 0.22 -0.10 -0.09
H -0.02 0.06 -0.01
H 0.25 0.11 -0.13
H 1.80 0.91 -1.12
O 0.65 -1.36 2.66
N -3.23 0.00 -0.52
C 1.41 -0.08 0.07
C 0.52 -2.14 1.86
C 2.61 -1.36 0.41
N -0.88 0.11 0.23
O 0.16 -0.55 1.27
O -1.03 1.22 0.52
N -1.83 1.15 -0.40
C 1.87 -1.05 -2.26
N -1.34 1.15 1.27
C 0.88 -1.01 0.20
O 1.35 0.99 -1.69
H -0.32 -0.07 0.45
H 0.34 -0.20 -0.25

This record from OMol25 describes a structure of composition C27H35BaClN4O4P2 in a non-equilibrium geometry. The level of theory is ωB97M-V/def2-TZVPD.

Calculated values
HOMO-LUMO gap in eV: 4.910
M in g mol⁻¹: 714.33
E_tot in Eh: -2737.7777
Multiplicity: 1
E_HOMO in eV: -6.172

Atoms and positions in Å:
Ba: 0.035 -3.135 3.828
C: -1.106 2.598 4.743
C: -1.553 1.867 3.714
C: -0.971 1.559 2.358
C: 0.202 0.572 2.346
C: 1.455 0.970 3.028
C: 1.758 2.126 3.618
C: 1.033 3.437 3.600
C: 0.041 3.576 4.765
C: 1.952 -2.124 5.571
H: -1.707 2.577 5.672
H: -2.568 1.467 3.870
H: -0.661 2.442 1.798
H: -1.784 1.059 1.799
H: -0.202 -0.342 2.817
H: 0.433 0.289 1.305
H: 2.232 0.194 3.036
H: 2.703 2.161 4.172
H: 0.520 3.644 2.653
H: 1.798 4.220 3.770
H: 0.594 3.448 5.702
H: -0.311 4.620 4.786
H: 1.738 -2.558 6.562
H: 2.547 -1.203 5.776
H: 2.517 -2.836 4.929
P: 1.331 -1.267 -1.977
P: -2.005 -0.792 -1.832
N: 2.683 -0.163 -2.138
N: 2.066 -2.500 -3.077
N: -2.119 0.969 -2.006
N: -3.635 -1.098 -2.511
C: 0.369 -0.401 -3.311
C: -1.061 -0.954 -3.410
C: 3.475 0.257 -1.067
C: 4.480 1.078 -1.558
C: 4.310 1.165 -2.979
C: 3.192 0.416 -3.303
C: 2.345 -3.803 -2.659
C: 2.785 -4.543 -3.746
C: 2.800 -3.669 -4.879
C: 2.367 -2.425 -4.437
C: -1.792 1.777 -0.917
C: -1.813 3.108 -1.317
C: -2.160 3.121 -2.699
C: -2.280 1.809 -3.112
C: -4.464 -0.418 -3.410
C: -5.563 -1.216 -3.708
C: -5.395 -2.448 -2.993
C: -4.207 -2.364 -2.295
H: 0.810 -0.524 -4.312
H: 0.376 0.678 -3.080
H: -1.602 -0.467 -4.234
H: -1.049 -2.034 -3.618
H: 3.201 -0.028 -0.060
H: 5.241 1.576 -0.980
H: 4.920 1.714 -3.676
H: 2.689 0.309 -4.258
H: 2.198 -4.078 -1.620
H: 3.052 -5.587 -3.744
H: 3.076 -3.913 -5.890
H: 2.244 -1.517 -5.014
H: -1.537 1.304 0.007
H: -1.575 3.953 -0.688
H: -2.303 4.001 -3.326
H: -2.446 1.413 -4.110
H: -4.234 0.569 -3.779
H: -6.386 -0.955 -4.353
H: -6.077 -3.286 -2.996
H: -3.695 -3.084 -1.669
O: -1.853 -0.666 6.682
Cl: -0.656 -1.246 6.151
O: 0.526 -0.693 6.750
O: -0.694 -2.722 6.289
O: -0.626 -0.985 4.653

Force components x, y, z for each atom (eV/Å):
Ba 1.35 0.12 0.78
C -0.42 0.47 -0.23
C -0.65 0.32 0.81
C -0.17 -0.19 -0.35
C -0.62 -0.43 -0.39
C 0.62 0.08 0.37
C 0.59 -0.32 -0.28
C -0.06 0.53 0.50
C 0.35 -0.35 0.09
C 0.58 -0.91 -1.34
H 0.24 0.08 -0.65
H 0.71 -0.32 0.03
H -0.33 0.02 -0.02
H 0.33 0.40 0.21
H 0.46 0.32 -0.22
H -0.09 0.16 0.01
H -0.35 0.13 0.36
H -0.22 -0.09 -0.30
H 0.35 -0.01 0.28
H -0.39 -0.26 -0.39
H 0.01 -0.02 0.04
H -0.26 -0.35 0.01
H 0.25 -0.32 -0.58
H -0.34 -0.70 -0.69
H 0.93 -0.25 0.39
P 2.24 0.32 -2.81
P -1.78 2.10 -2.30
N 0.25 0.64 0.71
N -0.50 -0.55 0.39
N 0.78 0.41 0.83
N -0.03 -1.20 0.15
C -0.88 -0.16 0.02
C 0.10 -0.58 0.00
C 0.38 0.50 -0.89
C -0.74 -0.64 -0.01
C -1.00 -0.68 0.43
C 0.48 0.40 0.47
C 0.01 0.01 -0.86
C -0.29 0.71 0.47
C -0.46 0.85 1.09
C 0.00 -0.90 -0.10
C -0.25 0.76 -1.15
C -0.02 -1.06 0.37
C 0.17 -0.52 -0.14
C -0.05 0.10 0.21
C -0.48 -0.73 0.04
C 1.29 0.03 0.79
C 0.56 0.36 0.06
C -0.38 0.72 -0.35
H 0.01 0.08 0.66
H -0.14 -0.35 0.05
H 0.06 -0.26 0.36
H 0.14 0.13 -0.19
H 0.18 0.00 -0.08
H -0.04 -0.08 0.06
H -0.03 0.04 0.01
H 0.35 0.00 0.38
H 0.03 0.01 -0.24
H 0.04 0.04 0.09
H 0.06 0.01 -0.02
H 0.10 -0.38 0.20
H -0.04 0.10 0.16
H -0.12 -0.07 -0.08
H 0.15 -0.39 0.19
H -0.03 0.23 0.43
H -0.09 -0.18 0.28
H 0.03 0.08 0.01
H 0.12 0.03 0.01
H -0.20 0.12 -0.01
O 0.49 -0.51 -0.36
Cl 0.67 1.49 0.47
O -2.47 0.27 0.24
O -0.65 0.55 -0.15
O -0.92 0.06 1.64

This record from OMol25 describes a cluster of 4 separate species, C20H20N4 in total in a non-equilibrium geometry. The level of theory is ωB97M-V/def2-TZVPD.

Calculated values
HOMO-LUMO gap in eV: 10.372
M in g mol⁻¹: 316.41
E_tot in Eh: -993.0545
Multiplicity: 1
SMILES: c1ccncc1.c1ccncc1.c1ccncc1.c1ccncc1
E_HOMO in eV: -9.691
Relative energy (zero: lowest compared OMol25 entry of this formula, charge and spin) in kcal per mole: 83.61

Atoms and positions in Å:
N: 3.881 -0.565 5.107
C: 2.526 -0.789 5.038
C: 2.039 -2.083 4.889
C: 2.968 -3.058 4.721
C: 4.341 -2.819 4.714
C: 4.758 -1.559 4.981
H: 1.839 0.040 5.121
H: 0.972 -2.128 4.733
H: 2.711 -4.063 4.421
H: 5.024 -3.654 4.682
H: 5.815 -1.352 4.891
N: -4.997 -1.329 -1.992
C: -3.921 -0.409 -2.078
C: -3.335 -0.104 -3.290
C: -3.786 -0.735 -4.469
C: -4.911 -1.522 -4.427
C: -5.439 -1.841 -3.178
H: -3.426 -0.047 -1.189
H: -2.464 0.528 -3.194
H: -3.313 -0.576 -5.427
H: -5.301 -2.105 -5.248
H: -6.286 -2.505 -3.092
N: 2.827 2.061 -2.312
C: 2.848 2.331 -3.618
C: 1.857 2.013 -4.482
C: 0.725 1.418 -3.948
C: 0.672 1.050 -2.641
C: 1.738 1.386 -1.832
H: 3.700 2.929 -3.904
H: 1.850 2.247 -5.537
H: -0.044 1.161 -4.661
H: -0.216 0.624 -2.198
H: 1.673 1.184 -0.773
N: -1.401 1.341 0.352
C: -1.063 0.173 0.965
C: -0.554 0.070 2.258
C: -0.242 1.289 2.862
C: -0.463 2.478 2.295
C: -1.084 2.474 1.060
H: -1.240 -0.804 0.539
H: -0.352 -0.834 2.815
H: 0.280 1.206 3.803
H: -0.156 3.442 2.673
H: -1.052 3.438 0.574

Force components x, y, z for each atom (eV/Å):
N -1.53 1.15 0.07
C 2.79 -0.86 0.49
C -0.43 2.02 -0.49
C 0.85 -1.92 -0.99
C -1.02 -1.21 0.99
C -0.56 0.96 -0.74
H 0.29 0.31 0.06
H -0.09 -0.82 0.22
H -0.52 -0.18 0.32
H 0.09 0.02 -0.41
H 0.13 0.54 0.49
N 1.61 1.26 -1.36
C -2.01 -2.54 -0.97
C -0.12 -0.67 0.05
C 0.04 0.96 0.12
C 0.20 -1.00 0.85
C 0.48 1.45 1.98
H -0.57 0.07 0.40
H 0.10 0.14 -0.65
H 0.24 0.18 0.02
H 0.11 0.38 -0.42
H -0.05 -0.16 0.02
N -1.30 -1.06 0.91
C 1.25 0.78 1.19
C -1.41 -0.26 -0.47
C 0.12 -0.50 -1.78
C -0.39 0.13 1.01
C 1.21 1.07 -0.78
H 0.23 -0.11 -0.35
H 0.35 0.15 0.00
H -0.43 0.01 0.20
H -0.02 -0.19 -0.02
H 0.36 -0.01 0.15
N 1.07 0.21 1.32
C -0.67 0.06 0.92
C 0.03 1.97 -0.44
C 1.02 -2.47 2.05
C -0.71 1.34 -1.34
C 0.63 -1.24 -1.21
H -0.40 0.25 -1.05
H -0.04 -0.25 -0.48
H -0.05 0.30 0.32
H 0.07 -0.16 0.40
H -0.95 -0.05 -0.59